{
  "formula": "C2H6N2O2",
  "method": "ωB97M-V with the def2-TZVPD basis set",
  "species": ["C", "C", "H", "H", "H", "H", "H", "H", "N", "N", "O", "O"],
  "xyz": [[2.02062, -0.50617, -0.06407], [0.07326, 0.61931, -0.36559], [2.84473, 0.23670, -0.61790], [2.39566, -1.51518, -0.31890], [1.98082, -0.35085, 1.15155], [-1.78712, 1.48372, 0.50356], [-3.50181, -0.52167, -0.27499], [-1.91706, -0.61440, 1.43774], [-1.31787, 0.62913, -0.85236], [-2.16086, -0.52952, 0.03950], [0.62926, -0.53879, -0.65606], [0.74036, 1.60773, 0.01753]],
  "forces_ev_per_a": [[1.7, 0.0, 0.3], [0.6, 2.5, -0.7], [-2.8, -1.5, 1.6], [-0.3, 0.4, 0.5], [0.0, -0.2, -3.4], [1.4, -1.4, -4.5], [5.5, 0.8, 1.6], [-1.2, 1.1, -5.2], [-2.7, 1.9, 7.8], [-1.9, -1.5, 1.1], [2.4, 0.4, 1.6], [-2.7, -2.5, -0.7]],
  "nbo_charge": [-0.295, 0.817, 0.222, 0.196, 0.216, 0.356, 0.410, 0.356, -0.386, -0.798, -0.488, -0.606],
  "spin_multiplicity": 1,
  "gap_ev": 8.1,
  "relative_energy_kcal_mol": 242.8
}